# 1
{"formula": "C41H37F5OP2Pt", "method": "the ωB97M-V functional and the def2-TZVPD basis", "species": ["Pt", "C", "C", "C", "C", "C", "C", "C", "C", "C", "H", "H", "H", "H", "H", "H", "H", "H", "H", "H", "H", "H", "H", "H", "H", "P", "P", "C", "C", "C", "C", "C", "C", "C", "C", "C", "C", "C", "C", "C", "C", "C", "C", "C", "C", "C", "C", "C", "C", "C", "C", "C", "C", "H", "H", "H", "H", "H", "H", "H", "H", "H", "H", "H", "H", "H", "H", "H", "H", "H", "H", "H", "H", "H", "H", "F", "C", "C", "F", "C", "F", "C", "O", "C", "F", "C", "F"], "coordinates": [[-0.406875, 2.773433, 1.556534], [1.472973, -0.605469, -1.616288], [1.618807, 0.713318, -1.529764], [1.084471, 1.739840, -2.496554], [-0.286470, 2.388642, -2.380496], [-1.376378, 1.581886, -1.790584], [-1.472497, 0.235695, -1.919867], [-0.764968, -0.586417, -2.909893], [0.537591, -1.339133, -2.488147], [-1.689681, 0.985410, 1.816026], [2.199784, -1.183738, -1.009237], [2.302603, 1.129958, -0.749174], [1.220261, 1.215318, -3.430863], [1.848276, 2.514074, -2.371344], [-0.190494, 3.380491, -1.940145], [-0.644856, 2.545552, -3.383089], [-2.083853, 2.138824, -1.168885], [-2.156299, -0.297928, -1.242278], [-0.546891, -0.009354, -3.827784], [-1.464516, -1.405349, -3.143259], [0.289637, -2.242618, -1.930895], [1.058881, -1.629030, -3.436756], [-1.055193, 0.153667, 2.126783], [-2.147401, 0.627873, 0.897161], [-2.328699, 1.419780, 2.514084], [0.794401, 9.258676, 0.816747], [-2.413587, 9.196794, 0.693828], [-0.078376, 9.761266, -0.687485], [-1.440392, 9.828906, -0.697412], [2.116352, 10.657204, 0.836729], [2.547154, 11.356547, -0.306663], [3.576693, 12.298954, -0.207476], [4.165490, 12.556363, 1.040541], [3.689412, 11.920706, 2.192465], [2.646826, 10.995792, 2.090813], [1.676853, 7.799100, 0.225297], [0.901839, 6.645054, 0.029039], [1.499650, 5.493090, -0.458489], [2.877566, 5.472038, -0.758956], [3.642239, 6.631639, -0.541756], [3.040163, 7.794884, -0.059932], [-3.554863, 10.762952, 0.685250], [-3.004632, 11.998210, 1.063291], [-3.757153, 13.166395, 0.931300], [-5.068176, 13.088321, 0.433069], [-5.641850, 11.850003, 0.106210], [-4.879176, 10.684009, 0.238747], [-3.522317, 7.987414, -0.101297], [-4.238951, 7.171300, 0.798045], [-5.160753, 6.251262, 0.323901], [-5.366290, 6.108210, -1.061627], [-4.619070, 6.892340, -1.956369], [-3.685382, 7.821760, -1.477451], [0.522151, 9.996903, -1.576272], [-1.997691, 10.373343, -1.480479], [2.088953, 11.177846, -1.277731], [3.909443, 12.828243, -1.099919], [4.989784, 13.270621, 1.112467], [4.120883, 12.147155, 3.169186], [2.239325, 10.523398, 2.984286], [-0.166216, 6.653548, 0.231362], [0.919056, 4.574228, -0.589953], [3.340010, 4.554706, -1.164488], [4.710902, 6.611329, -0.755578], [3.638158, 8.687672, 0.061975], [-1.977152, 12.053818, 1.434206], [-3.323907, 14.137335, 1.201106], [-5.652117, 14.002152, 0.294435], [-6.664438, 11.778977, -0.261850], [-5.302334, 9.723475, -0.041511], [-4.091066, 7.296079, 1.871838], [-5.744756, 5.648295, 1.020142], [-6.110939, 5.387508, -1.437260], [-4.785325, 6.781503, -3.030525], [-3.128514, 8.423076, -2.182437], [0.663255, -6.347631, 1.326052], [0.731855, -4.990970, 1.337828], [-0.314210, -4.266171, 0.755361], [-1.373366, -4.868228, 0.189629], [-0.204139, -2.898230, 0.737794], [-1.106530, -2.179626, 0.043922], [0.912454, -2.166079, 1.310048], [0.949523, -0.929853, 1.162495], [1.943857, -2.979714, 1.931151], [3.023130, -2.381783, 2.461396], [1.846085, -4.347630, 1.918623], [2.831014, -5.099263, 2.459408]], "atomic_forces_ev_per_a": [[-0.98, -2.03, -0.49], [1.45, 0.73, 0.71], [0.18, 0.34, 1.32], [1.13, -0.49, 0.52], [-0.18, -0.14, -0.29], [0.40, 0.45, 1.41], [-0.42, -0.09, 1.06], [0.16, -0.75, -0.80], [0.22, -0.19, -0.55], [2.08, 0.10, -1.49], [-0.88, 0.14, -0.33], [-0.46, -0.63, -0.69], [-0.08, 0.57, -0.69], [-0.24, 0.20, -0.81], [-0.33, -0.12, 0.15], [0.00, 0.51, -0.88], [-0.09, -0.33, -0.13], [0.16, 0.30, -0.44], [-0.26, -0.25, 0.44], [0.17, 0.35, -0.39], [-0.19, -0.16, -0.42], [-0.48, -0.04, 0.71], [0.22, 0.55, 0.44], [-0.14, 0.69, -0.09], [-1.22, 0.35, 1.23], [1.10, 1.49, -1.06], [-1.31, 2.39, -1.26], [-2.20, -0.13, -0.31], [2.16, 0.22, -0.24], [-0.69, -0.36, 0.64], [-0.01, -0.12, 0.07], [-0.20, -0.29, 0.50], [-0.13, -0.07, -0.09], [-0.11, 0.01, -0.27], [0.11, -0.15, -0.19], [-0.18, -0.17, 0.12], [0.31, -0.14, -0.09], [0.61, -0.30, -0.06], [-0.16, 0.28, 0.19], [-0.26, -0.58, -0.21], [0.19, -0.52, -0.09], [0.46, -0.87, 0.67], [0.04, 0.02, -0.02], [-0.17, -0.20, -0.20], [-0.04, -0.12, 0.03], [0.64, 0.03, 0.12], [-0.03, 0.18, 0.05], [0.23, -0.80, 0.76], [0.03, 0.27, -0.24], [-0.29, -0.22, -0.52], [0.23, 0.19, 0.14], [-0.17, -0.16, 0.33], [-0.39, -0.30, -0.01], [-0.34, 0.08, 0.38], [0.36, -0.60, 0.18], [0.25, 0.03, 0.22], [-0.06, -0.16, 0.25], [-0.32, -0.23, -0.01], [-0.15, -0.05, -0.33], [0.22, 0.07, -0.13], [0.07, 0.04, 0.08], [0.07, 0.35, -0.08], [-0.25, 0.65, 0.34], [-0.30, 0.10, 0.02], [-0.04, 0.01, 0.12], [-0.32, -0.02, -0.07], [-0.21, -0.49, -0.13], [0.21, -0.32, 0.13], [0.27, 0.11, 0.08], [-0.02, 0.19, 0.09], [-0.06, -0.06, -0.23], [0.19, 0.17, -0.17], [0.48, 0.47, 0.22], [0.13, 0.09, 0.36], [0.02, 0.00, 0.00], [0.22, 2.01, 0.11], [-0.11, -1.95, 0.08], [-0.55, 0.36, -0.32], [0.95, 0.25, 0.45], [-0.37, -0.19, -0.53], [0.32, -0.34, 0.67], [-0.20, 0.52, -0.39], [0.20, -0.53, 0.71], [0.60, 0.22, 0.18], [-1.07, -0.48, -0.49], [0.91, -0.56, 0.53], [-1.06, 0.64, -0.56]], "charge": 2, "de_lowest_kcal_mol": 0.00, "lumo_energy_ev": [-6.22, -9.09], "spin_multiplicity": 5, "e_homo_ha": [-0.4838, -0.4853], "largest_force_ha_per_bohr": 0.058, "s_squared": 6.070, "homo_lumo_gap_ev": [6.9, 4.1]}

***

# 2
{"formula": "C41H38BCdCl2N5O8S3", "method": "the ωB97M-V functional and the def2-TZVPD basis", "species": ["Cd", "Cl", "C", "C", "C", "C", "C", "Cl", "C", "S", "H", "H", "H", "C", "C", "C", "C", "C", "C", "C", "C", "S", "C", "N", "C", "C", "C", "C", "C", "C", "C", "C", "H", "H", "H", "H", "H", "H", "H", "H", "H", "H", "H", "H", "H", "H", "H", "H", "C", "N", "C", "C", "S", "N", "C", "C", "H", "H", "H", "H", "H", "H", "H", "H", "H", "H", "H", "H", "O", "B", "O", "C", "C", "C", "C", "C", "C", "H", "H", "H", "H", "O", "C", "O", "C", "C", "C", "C", "C", "C", "N", "O", "O", "N", "O", "O", "H", "H", "H"], "coordinates": [[-0.428943, 0.752795, -1.193385], [2.490995, 1.984786, -0.891680], [3.664073, 2.968842, -1.687281], [4.997023, 2.740225, -1.384978], [5.980871, 3.492581, -1.994403], [5.638077, 4.477156, -2.900473], [4.302309, 4.696338, -3.198982], [3.923789, 5.928664, -4.364148], [3.281935, 3.952049, -2.603410], [1.619939, 4.106086, -3.175565], [5.250944, 1.961446, -0.677852], [7.022939, 3.303685, -1.769818], [6.399216, 5.070165, -3.387479], [2.972471, -4.624588, 2.294642], [3.783849, -3.492451, 1.647060], [5.272030, -3.868964, 1.634483], [3.633586, -2.225621, 2.491523], [3.279251, -3.287034, 0.217239], [3.523085, -4.277669, -0.752846], [3.096994, -4.146029, -2.058914], [2.392070, -2.997885, -2.408160], [1.755375, -2.504830, -3.939746], [1.129881, -1.034768, -3.196330], [1.374704, -0.944880, -1.935232], [2.095893, -2.025487, -1.455438], [2.551274, -2.167193, -0.144184], [0.408403, -0.015792, -3.993575], [0.453696, -0.072146, -5.389900], [-0.203595, 0.878545, -6.150024], [-0.897524, 1.899422, -5.511713], [-0.936329, 1.950291, -4.125624], [-0.297794, 0.998909, -3.331317], [3.292262, -4.783280, 3.329034], [3.098481, -5.562210, 1.748187], [1.908145, -4.381101, 2.295380], [5.629824, -4.003763, 2.658948], [5.861566, -3.076229, 1.165312], [5.458255, -4.796724, 1.090331], [4.026296, -2.409975, 3.494635], [2.593737, -1.914746, 2.589968], [4.190972, -1.392607, 2.052885], [4.060903, -5.178197, -0.481643], [3.303173, -4.918056, -2.789962], [2.300610, -1.380869, 0.559204], [1.023112, -0.854735, -5.881734], [-0.178165, 0.821308, -7.231453], [-1.409631, 2.654620, -6.098927], [-1.491352, 2.754100, -3.654986], [-3.172594, 0.964802, 2.188296], [-1.844562, 0.950719, 2.825574], [-1.346744, 2.294777, 3.067059], [-0.934678, 0.011942, 2.353214], [0.539389, 0.475870, 1.598574], [-1.215777, -1.254788, 2.616903], [-0.387339, -2.346933, 2.101418], [-2.376150, -1.664970, 3.421515], [-3.141954, 1.509125, 1.241049], [-3.880996, 1.447520, 2.864607], [-3.526069, -0.037866, 1.966331], [-2.113988, 2.833617, 3.629020], [-1.140913, 2.841049, 2.142534], [-0.432581, 2.258675, 3.654917], [-0.202448, -2.209720, 1.040309], [-0.925034, -3.282801, 2.261271], [0.566341, -2.361746, 2.633872], [-2.593175, -0.894564, 4.158497], [-2.141686, -2.610771, 3.901853], [-3.247804, -1.842337, 2.794231], [1.163700, 4.900545, -0.463626], [0.700627, 4.332763, -1.641028], [-0.657168, 4.075696, -1.595051], [-1.064530, 4.544095, -0.361969], [-2.334071, 4.584997, 0.157009], [-2.463879, 5.153082, 1.423315], [-1.360340, 5.638959, 2.117492], [-0.076639, 5.585287, 1.575071], [0.035597, 5.033152, 0.323694], [-3.178803, 4.188531, -0.392279], [-3.445585, 5.203952, 1.876981], [-1.495003, 6.057533, 3.107159], [0.791513, 5.957799, 2.103546], [-2.758056, 0.694860, -0.647014], [-2.639455, -0.562266, -0.514181], [-1.492445, -1.122291, -0.626741], [-3.807658, -1.374447, -0.072221], [-3.513544, -2.525717, 0.649136], [-4.543260, -3.242961, 1.268171], [-5.873509, -2.857839, 1.063570], [-6.158304, -1.721519, 0.280000], [-5.114557, -0.947792, -0.265221], [-7.480359, -1.319649, 0.076814], [-7.704814, -0.265659, -0.649760], [-8.441342, -1.985740, 0.629627], [-4.197092, -4.299301, 2.125076], [-5.114653, -5.053784, 2.625089], [-2.924171, -4.477377, 2.414228], [-2.502863, -2.872664, 0.733002], [-6.675357, -3.411778, 1.518900], [-5.353865, -0.046299, -0.807483]], "atomic_forces_ev_per_a": [[-0.46, -0.48, 0.63], [0.20, 0.03, 0.04], [0.09, -0.03, 0.12], [-0.04, -0.11, 0.16], [0.11, -0.01, 0.00], [-0.02, 0.11, -0.11], [0.08, 0.01, 0.04], [0.03, -0.02, 0.02], [-0.03, 0.01, -0.09], [-0.03, -0.05, -0.18], [-0.05, 0.02, -0.02], [-0.03, 0.02, 0.01], [-0.04, 0.03, -0.02], [-0.02, 0.02, -0.01], [-0.02, -0.02, -0.01], [0.01, 0.01, -0.04], [0.02, 0.01, -0.03], [0.01, 0.03, 0.04], [0.01, 0.00, -0.08], [0.00, 0.03, 0.01], [-0.04, -0.02, -0.11], [-0.10, 0.04, -0.09], [0.14, -0.19, -0.26], [0.03, 0.17, 0.13], [-0.02, 0.04, 0.02], [-0.02, 0.11, 0.08], [-0.02, 0.09, -0.03], [0.08, -0.08, 0.05], [0.03, -0.02, 0.00], [0.00, -0.03, -0.03], [-0.07, -0.02, -0.03], [0.32, 0.13, 0.00], [0.00, 0.00, -0.04], [0.00, 0.02, 0.02], [0.03, -0.02, 0.02], [-0.01, 0.00, -0.02], [-0.01, -0.04, 0.02], [0.00, 0.03, 0.03], [0.00, 0.01, -0.01], [0.04, 0.02, 0.01], [-0.03, -0.03, 0.03], [-0.01, 0.03, 0.03], [0.00, 0.01, 0.03], [0.00, -0.08, -0.02], [-0.05, 0.00, -0.04], [0.03, 0.02, 0.01], [-0.01, -0.03, 0.02], [-0.01, -0.03, 0.03], [-0.18, 0.15, 0.29], [0.28, 0.05, -0.35], [-0.04, -0.10, -0.08], [-0.40, -0.22, 0.54], [0.05, 0.26, -0.43], [-0.14, 0.07, -0.28], [-0.01, -0.06, 0.05], [0.15, 0.13, 0.32], [0.01, -0.02, 0.17], [0.01, -0.08, 0.08], [0.01, 0.10, 0.04], [0.02, -0.03, -0.04], [0.00, -0.01, -0.02], [0.03, 0.01, 0.00], [-0.03, 0.06, -0.08], [-0.08, 0.07, -0.04], [-0.03, 0.02, 0.03], [0.05, 0.07, 0.00], [0.01, -0.01, -0.04], [0.10, 0.02, 0.09], [-0.01, 0.04, -0.01], [-0.04, 0.06, 0.21], [-0.05, 0.05, -0.01], [0.11, 0.01, -0.04], [-0.15, -0.05, -0.03], [0.00, 0.06, 0.03], [-0.04, 0.02, -0.01], [0.07, 0.04, 0.11], [0.05, -0.07, -0.14], [0.04, -0.03, 0.05], [0.04, -0.03, 0.00], [-0.02, 0.00, -0.03], [-0.04, -0.02, -0.01], [0.37, -0.16, -0.49], [0.20, 0.04, 0.26], [-0.52, 0.12, -0.14], [0.04, -0.20, -0.14], [0.02, -0.03, -0.33], [-0.15, -0.05, 0.00], [0.12, 0.08, -0.02], [-0.06, -0.05, 0.10], [0.03, 0.05, 0.05], [-0.50, 0.18, -0.09], [0.09, -0.59, 0.44], [0.51, 0.35, -0.31], [0.16, -0.41, 0.35], [0.48, 0.43, -0.23], [-0.72, 0.00, -0.22], [0.10, -0.02, 0.05], [-0.06, -0.01, 0.02], [0.02, -0.03, 0.02]], "charge": -2, "de_lowest_kcal_mol": 39.86, "lumo_energy_ev": [2.97, 2.97], "e_homo_ha": [0.0217, 0.0108], "largest_force_ha_per_bohr": 0.018, "homo_lumo_gap_ev": [2.4, 2.7]}